This record from OMol25 describes a 18-piece molecular cluster, C36H90N18O18 overall in a non-equilibrium geometry. The level of theory is wB97M-V/def2-TZVPD.

Properties
- charge = 0
- energy (a.u.) = -3766.1185
- HOMO energy (eV) = -9.17
- frontier orbital gap (hartree) = 0.3354
- LUMO energy (Eh) = -0.002
- spin multiplicity = 1

Structure (XYZ):
```
162
Properties=species:S:1:pos:R:3:mulliken_charge:R:1
O 3.17 -1.04 4.02 -0.563
C 1.97 -1.33 3.93 0.702
N 0.96 -0.45 3.83 0.574
C 1.61 -2.80 4.01 -0.986
H 0.01 -0.79 3.93 -0.195
H 1.21 0.56 3.91 -0.361
H 0.78 -3.10 4.70 0.337
H 2.53 -3.25 4.38 0.409
H 1.57 -3.19 3.01 -0.092
O 0.65 5.04 5.89 -0.686
C 0.29 4.41 6.87 0.850
N 0.16 3.08 6.81 -0.146
C -0.07 5.12 8.23 -1.298
H 0.46 2.62 5.96 -0.046
H -0.47 2.54 7.42 0.221
H 0.59 4.79 9.01 0.337
H -1.03 4.70 8.38 0.392
H -0.11 6.20 8.16 0.313
O -1.79 2.74 1.75 -0.008
C -1.91 3.78 2.43 0.505
N -1.06 3.97 3.43 0.151
C -2.98 4.81 2.06 -1.378
H -0.31 3.29 3.73 -0.275
H -1.03 4.81 3.99 0.165
H -3.83 4.29 1.57 0.287
H -2.57 5.47 1.23 0.263
H -3.48 5.41 2.84 0.401
O -1.79 -1.50 4.79 -0.685
C -2.80 -1.18 4.22 0.346
N -3.98 -1.74 4.60 -0.399
C -2.83 -0.16 3.18 0.576
H -3.81 -2.50 5.23 0.269
H -4.82 -1.66 4.13 0.177
H -1.83 0.08 2.76 -0.397
H -3.34 0.81 3.49 0.423
H -3.27 -0.60 2.32 -0.259
O -4.17 0.61 -2.01 -0.576
C -3.74 1.45 -1.29 0.404
N -3.71 1.32 0.09 -0.149
C -3.13 2.72 -1.79 -0.953
H -3.96 0.47 0.54 0.234
H -3.32 2.00 0.74 -0.061
H -3.28 2.97 -2.84 0.316
H -2.09 2.75 -1.61 -0.117
H -3.50 3.62 -1.37 0.566
O -4.46 -1.40 -6.80 -0.807
C -4.71 -0.73 -5.75 0.918
N -4.44 -1.13 -4.50 0.058
C -5.20 0.63 -5.93 -0.990
H -4.13 -2.13 -4.36 -0.093
H -4.41 -0.56 -3.68 0.189
H -5.01 1.01 -6.93 0.343
H -4.77 1.30 -5.13 0.129
H -6.28 0.65 -5.81 0.310
O 2.50 4.81 -5.35 -0.644
C 1.41 5.06 -4.87 0.705
N 0.34 4.27 -4.95 -0.319
C 1.20 6.39 -4.24 -0.802
H 0.36 3.35 -5.40 0.330
H -0.52 4.74 -4.57 0.171
H 2.09 6.99 -4.53 0.290
H 1.25 6.11 -3.15 0.101
H 0.24 6.92 -4.55 0.304
O 4.92 -3.29 -0.07 -0.729
C 5.19 -2.20 0.37 0.762
N 5.04 -1.88 1.67 -0.237
C 5.88 -1.19 -0.44 -1.073
H 5.15 -0.92 1.95 0.172
H 4.33 -2.44 2.19 0.149
H 6.00 -0.17 -0.04 0.336
H 5.52 -0.97 -1.49 0.195
H 6.87 -1.61 -0.58 0.351
O -2.92 -3.81 -4.15 -0.753
C -2.42 -4.17 -5.20 0.789
N -2.68 -3.58 -6.38 -0.153
C -1.51 -5.39 -5.21 -1.048
H -2.32 -4.05 -7.22 0.221
H -3.32 -2.84 -6.47 0.101
H -2.05 -6.18 -4.68 0.260
H -0.62 -5.31 -4.57 0.153
H -1.16 -5.66 -6.20 0.381
O 0.33 1.70 -6.02 -0.822
C -0.35 0.92 -5.39 0.837
N -1.03 1.30 -4.31 0.091
C -0.47 -0.57 -5.66 -0.091
H -0.86 2.22 -3.91 -0.202
H -1.34 0.63 -3.67 -0.111
H -1.47 -0.80 -5.38 -0.137
H 0.13 -1.08 -4.94 -0.285
H -0.31 -0.91 -6.66 0.516
O 0.99 -5.78 -2.56 -0.645
C 2.07 -5.57 -2.07 0.856
N 2.34 -4.73 -1.07 0.311
C 3.33 -6.25 -2.62 -1.238
H 3.27 -4.47 -0.80 0.209
H 1.59 -4.36 -0.52 -0.295
H 3.27 -7.34 -2.78 0.338
H 4.26 -6.09 -2.05 0.305
H 3.48 -5.77 -3.60 0.273
O -0.55 -0.36 -1.52 0.116
C 0.04 -0.19 -0.41 0.242
N -0.50 0.52 0.58 1.421
C 1.47 -0.85 -0.19 -0.041
H -1.41 0.89 0.52 -0.524
H 0.04 1.01 1.32 -0.607
H 2.05 -0.39 -0.93 0.200
H 1.38 -1.89 -0.20 -0.390
H 1.84 -0.49 0.78 -0.026
O 2.04 2.32 -0.19 -0.536
C 1.38 3.17 -0.73 0.344
N 0.57 2.88 -1.87 0.221
C 0.84 4.39 0.02 -0.736
H 0.89 2.06 -2.40 0.006
H 0.46 3.72 -2.46 -0.062
H 1.64 5.01 0.41 0.467
H 0.27 3.88 0.82 -0.292
H 0.22 5.09 -0.55 0.373
O 0.43 -3.63 0.85 -0.636
C -0.74 -3.98 0.70 0.401
N -1.13 -4.64 -0.45 -0.201
C -1.79 -3.53 1.65 -0.303
H -0.56 -5.10 -1.17 0.003
H -2.12 -4.78 -0.58 0.085
H -2.01 -2.53 1.21 -0.325
H -1.44 -3.36 2.72 0.210
H -2.67 -4.16 1.70 0.531
O -3.97 -1.45 0.19 -0.682
C -3.85 -2.22 -0.79 0.695
N -2.79 -2.13 -1.61 2.764
C -4.91 -3.26 -1.16 -1.469
H -2.07 -1.38 -1.43 -1.326
H -2.67 -2.71 -2.43 -0.486
H -5.85 -2.89 -0.82 0.445
H -4.64 -4.22 -0.67 0.250
H -5.02 -3.50 -2.22 0.209
O 1.87 -3.56 -4.67 -0.662
C 1.64 -2.79 -3.76 0.239
N 0.48 -2.74 -3.05 1.348
C 2.65 -1.65 -3.47 -0.562
H -0.07 -3.57 -3.03 -0.249
H 0.61 -2.23 -2.21 -0.823
H 3.41 -1.75 -4.24 0.541
H 3.15 -1.77 -2.50 -0.124
H 2.12 -0.66 -3.55 -0.053
O 1.34 2.49 3.82 0.371
C 2.52 2.80 3.88 0.367
N 3.02 3.57 4.88 -0.189
C 3.50 2.42 2.88 -0.744
H 4.03 3.78 4.94 0.218
H 2.38 4.13 5.48 0.047
H 4.38 3.05 2.84 0.601
H 2.94 2.40 1.99 -0.161
H 3.72 1.40 3.07 -0.116
O 5.52 2.47 6.70 -0.719
C 4.93 1.37 6.46 0.685
N 5.34 0.62 5.46 -0.286
C 3.78 0.86 7.32 -1.022
H 6.07 1.06 4.85 0.278
H 4.73 -0.04 4.94 0.238
H 2.92 0.53 6.74 0.156
H 3.48 1.61 8.09 0.226
H 4.16 0.05 7.78 0.489
```


This record from OMol25 describes C26H31BrN6O5SSiV as an isolated structure in a non-equilibrium geometry. The level of theory is wB97M-V/def2-TZVPD.

Properties
- charge = +2
- energy (a.u.) = -5919.3935
- <S²> = 0.761
- HOMO energy (spin up / spin down) (eV) = -13.85 / -13.85
- frontier orbital gap (spin up / spin down) (hartree) = 0.2338 / 0.2450
- LUMO energy (spin up / spin down) (Eh) = -0.275 / -0.264
- spin multiplicity = 2

Structure (XYZ):
```
72
Properties=species:S:1:pos:R:3:mulliken_charge:R:1
V -0.33 0.59 0.41 1.367
O -2.90 -5.51 4.21 -0.554
N -3.13 -4.89 3.21 0.993
O -4.01 -5.11 2.40 -0.569
C -2.27 -3.71 2.95 -0.135
C -1.66 -3.17 4.03 -0.669
C -0.85 -2.00 3.90 0.651
C -0.15 -1.40 4.97 -0.657
C 0.63 -0.30 4.71 -1.064
C 0.68 0.22 3.41 -0.274
N 0.02 -0.33 2.40 0.111
C -0.73 -1.42 2.64 -0.905
C -1.37 -2.00 1.51 0.676
N -1.13 -1.36 0.33 0.590
C -1.59 -1.93 -0.78 -0.217
C -2.30 -3.12 -0.78 -1.313
C -2.58 -3.75 0.41 -0.482
C -2.12 -3.18 1.62 0.473
H -1.80 -3.63 5.00 0.586
H -0.21 -1.82 5.96 0.516
H 1.20 0.18 5.49 0.482
H 1.28 1.09 3.18 0.522
H -1.38 -1.41 -1.71 0.657
H -2.62 -3.55 -1.72 0.483
H -3.15 -4.67 0.43 0.615
C 2.09 3.51 -2.20 -1.229
N 2.34 2.55 -1.12 0.170
C 2.41 3.17 0.21 -1.156
C 2.36 1.23 -1.31 0.788
S 1.91 0.12 -0.01 -0.555
N 2.81 0.73 -2.45 0.180
C 3.68 1.50 -3.33 -1.218
C 2.50 -0.61 -2.92 -0.902
H 1.27 4.16 -1.88 0.390
H 1.78 2.99 -3.10 0.388
H 2.97 4.12 -2.39 0.371
H 3.01 4.07 0.13 0.430
H 2.88 2.50 0.92 0.405
H 1.42 3.45 0.56 0.209
H 4.17 2.29 -2.78 0.385
H 3.13 1.91 -4.18 0.411
H 4.44 0.81 -3.71 0.389
H 1.72 -1.06 -2.31 0.169
H 3.39 -1.24 -2.88 0.369
H 2.15 -0.54 -3.95 0.390
Br -4.56 3.39 -5.90 -0.115
C -3.94 2.94 -4.19 -0.124
C -4.66 3.34 -3.06 -0.231
N -4.28 3.05 -1.82 -0.502
C -3.17 2.35 -1.65 -0.040
C -2.38 1.92 -2.71 0.365
C -2.77 2.22 -4.01 -0.719
C -1.12 1.18 -2.48 0.094
O -0.30 0.89 -3.32 -0.592
O -0.94 0.80 -1.21 0.761
H -5.58 3.91 -3.17 0.425
H -2.90 2.13 -0.63 0.370
H -2.17 1.90 -4.86 0.606
C -3.28 2.91 2.23 -1.145
Si -1.50 3.40 1.92 0.838
C -0.54 3.73 3.50 -1.199
C -1.29 4.73 0.62 -1.014
O -0.75 2.00 1.25 -1.309
H -3.78 3.70 2.80 0.439
H -3.36 1.99 2.81 0.336
H -3.86 2.79 1.31 0.328
H -0.85 4.68 3.93 0.440
H 0.53 3.79 3.32 0.317
H -0.72 2.96 4.25 0.296
H -2.14 5.40 0.61 0.511
H -1.22 4.29 -0.38 0.176
H -0.39 5.33 0.79 0.421
```


This record from OMol25 describes a 2-piece molecular cluster, C6H15NO overall in a non-equilibrium geometry. The level of theory is wB97M-V/def2-TZVPD.

Properties
- charge = -1
- energy (a.u.) = -367.5362
- <S²> = 0.751
- HOMO energy (spin up / spin down) (eV) = 1.08 / -4.86
- frontier orbital gap (spin up / spin down) (hartree) = 0.0970 / 0.3073
- LUMO energy (spin up / spin down) (Eh) = 0.137 / 0.129
- spin multiplicity = 2

Structure (XYZ):
```
23
Properties=species:S:1:pos:R:3:mulliken_charge:R:1
C -2.19 1.11 -0.12 -1.476
C -1.49 0.05 -0.95 -0.490
C -0.11 0.49 -1.49 -0.781
C 0.89 0.74 -0.42 -0.035
C 1.32 1.95 -0.08 -1.305
C 1.44 -1.68 -0.21 -3.687
N 1.18 -0.38 0.37 1.044
H -1.90 1.17 0.92 0.283
H -2.03 2.11 -0.50 0.334
H -3.26 0.90 -0.14 0.502
H -1.40 -0.87 -0.43 0.166
H -2.10 -0.16 -1.83 0.614
H -0.29 1.38 -2.10 0.531
H 0.23 -0.26 -2.21 0.366
H 2.01 2.16 0.74 0.453
H 1.03 2.84 -0.63 0.353
H 0.51 -2.19 -0.41 0.415
H 1.99 -2.31 0.50 1.232
H 2.03 -1.71 -1.14 0.336
H 1.89 -0.13 1.03 0.358
H -0.26 -1.32 2.46 0.120
H 0.63 -2.24 3.29 0.640
O -0.13 -1.64 3.36 -0.972
```


This record from OMol25 describes C10H11NO2 as an isolated structure in a non-equilibrium geometry. The level of theory is wB97M-V/def2-TZVPD.

Properties
- charge = 0
- energy (a.u.) = -592.8178
- HOMO energy (eV) = -8.44
- frontier orbital gap (hartree) = 0.3395
- LUMO energy (Eh) = 0.029
- spin multiplicity = 1

Structure (XYZ):
```
24
Properties=species:S:1:pos:R:3:mulliken_charge:R:1
C 0.01 -2.37 -1.26 -0.142
C 0.94 -2.18 -0.17 -0.244
C -0.78 -1.43 -1.78 -0.815
C 1.15 -1.03 0.47 -0.804
C 0.89 1.43 -2.07 -0.172
C -0.91 0.40 1.90 0.752
C 1.52 1.19 -0.72 -0.938
C -0.74 0.00 -1.42 0.021
C 0.60 0.27 0.06 1.022
C -1.56 1.42 2.81 -1.165
N -0.18 0.86 -2.38 -0.571
O -1.14 -0.78 1.91 -0.507
O -0.04 1.01 1.08 -0.387
H -0.11 -3.39 -1.60 0.348
H 1.43 -3.07 0.19 0.375
H -1.53 -1.68 -2.52 0.339
H 1.78 -1.01 1.35 0.439
H 1.36 2.10 -2.78 0.469
H 2.50 0.74 -0.87 0.328
H 1.65 2.14 -0.20 0.376
H -1.69 0.39 -1.06 0.323
H -2.38 1.88 2.27 0.276
H -0.84 2.19 3.09 0.324
H -1.95 0.92 3.69 0.354
```


This record from OMol25 describes an isolated ion of composition C12H21Br2ClN3O2S and charge +1 in a non-equilibrium geometry. The level of theory is wB97M-V/def2-TZVPD.

Properties
- charge = +1
- energy (a.u.) = -6790.3363
- HOMO energy (eV) = -12.04
- frontier orbital gap (hartree) = 0.2680
- LUMO energy (Eh) = -0.175
- spin multiplicity = 1

Structure (XYZ):
```
42
Properties=species:S:1:pos:R:3:mulliken_charge:R:1
C 2.54 -2.37 0.58 -0.789
C 3.46 -1.18 -0.14 -0.133
C 3.42 0.17 0.80 -0.601
C 2.73 1.48 0.08 -0.620
C 1.13 1.70 0.52 -0.551
C 0.26 0.75 -0.46 0.586
N 0.28 0.98 -1.98 -0.440
C -0.62 -0.20 -2.41 0.300
N -0.67 -0.60 -3.74 -0.169
Cl 0.22 0.17 -5.00 0.086
N -1.40 -0.77 -1.20 -0.678
C -1.30 0.32 -0.10 1.223
C -1.60 -0.45 1.34 -0.777
Br -1.94 -2.45 1.50 -0.092
C -1.69 0.27 2.67 0.111
C -2.06 -0.56 4.07 -1.069
Br -1.40 2.23 2.88 -0.057
S -2.71 1.45 -0.71 1.323
C -3.87 0.54 -1.92 -0.855
O -2.16 2.75 -1.39 -0.608
O -3.66 1.91 0.44 -0.596
H 1.98 -1.98 1.54 0.200
H 3.21 -3.31 0.87 0.297
H 1.68 -2.71 -0.17 0.106
H 2.86 -0.91 -1.14 -0.010
H 4.54 -1.55 -0.42 0.420
H 4.56 0.47 1.00 0.306
H 2.96 -0.04 1.87 0.275
H 2.84 1.31 -1.09 0.202
H 3.40 2.42 0.33 0.375
H 1.07 1.25 1.62 0.183
H 0.86 2.84 0.48 0.290
H 0.83 -0.30 -0.38 -0.347
H 1.20 0.60 -2.35 0.485
H -1.30 -1.41 -3.97 0.338
H -0.78 -1.61 -1.04 0.332
H -2.10 0.19 5.00 0.334
H -1.26 -1.39 4.32 0.317
H -3.16 -1.02 4.02 0.324
H -4.83 1.20 -2.07 0.402
H -3.33 0.26 -2.94 0.245
H -4.21 -0.43 -1.33 0.334
```


This record from OMol25 describes one molecule with the formula C4H6N2OS in a non-equilibrium geometry. The level of theory is wB97M-V/def2-TZVPD.

Properties
- charge = 0
- energy (a.u.) = -738.9015
- HOMO energy (eV) = -9.42
- frontier orbital gap (hartree) = 0.3629
- LUMO energy (Eh) = 0.017
- spin multiplicity = 1

Structure (XYZ):
```
14
Properties=species:S:1:pos:R:3:mulliken_charge:R:1
C 2.73 -0.94 0.57 -0.735
C 2.11 0.09 0.05 -0.014
N 0.72 0.14 -0.24 -0.128
S -0.06 1.66 -0.20 -0.158
C 0.07 -1.02 -0.60 0.118
N -1.18 -1.25 -0.67 -0.482
C -2.20 -0.55 -0.05 0.029
O -2.21 -0.24 1.12 -0.515
H 3.83 -0.89 0.73 0.229
H 2.22 -1.86 0.86 0.306
H 2.61 1.00 -0.21 0.356
H -0.64 1.50 1.00 0.181
H 0.77 -1.77 -0.94 0.489
H -3.08 -0.37 -0.69 0.323
```


This record from OMol25 describes C37H45CrF4Ge2N3O7S as an isolated structure in a non-equilibrium geometry. The level of theory is wB97M-V/def2-TZVPD.

Properties
- charge = +1
- energy (a.u.) = -8123.5165
- <S²> = 8.768
- HOMO energy (spin up / spin down) (eV) = -8.32 / -9.95
- frontier orbital gap (spin up / spin down) (hartree) = 0.1789 / 0.2372
- LUMO energy (spin up / spin down) (Eh) = -0.127 / -0.129
- spin multiplicity = 6

Structure (XYZ):
```
100
Properties=species:S:1:pos:R:3:mulliken_charge:R:1
Cr 0.23 -0.57 0.65 0.769
F -4.93 0.70 -3.83 -0.425
C -4.62 -0.50 -3.26 -0.101
C -3.59 -0.51 -2.35 -0.390
C -3.16 -1.72 -1.76 1.463
C -2.00 -1.80 -0.94 0.628
O -1.35 -0.70 -0.59 -0.104
C -1.58 -3.11 -0.59 -0.237
C -2.35 -4.20 -0.87 -0.299
N -3.54 -4.10 -1.52 0.449
C -4.32 -5.28 -1.71 -0.371
C -4.56 -6.18 -0.53 -0.950
C -5.69 -5.36 -1.08 -0.260
C -3.90 -2.89 -2.08 -0.405
C -4.97 -2.83 -2.95 -0.615
C -5.33 -1.63 -3.61 -1.515
N -6.41 -1.69 -4.52 0.232
C -6.47 -2.77 -5.49 -0.662
C -7.93 -3.27 -5.48 -0.801
N -8.76 -2.15 -4.97 -0.095
C -8.37 -0.88 -5.63 -0.695
C -7.00 -0.48 -5.05 -0.758
C -0.27 -3.42 0.07 -0.120
O 0.17 -4.56 0.06 -0.755
O 0.31 -2.43 0.64 -0.533
H -3.07 0.40 -2.10 0.604
H -2.00 -5.19 -0.61 0.775
H -4.17 -5.75 -2.68 0.501
H -4.15 -5.88 0.42 0.307
H -4.56 -7.24 -0.70 0.261
H -6.01 -4.51 -0.50 0.071
H -6.48 -5.85 -1.63 0.282
H -5.55 -3.71 -3.15 0.968
H -5.78 -3.57 -5.23 0.486
H -6.20 -2.41 -6.49 0.362
H -8.05 -4.13 -4.81 0.415
H -8.27 -3.56 -6.48 0.385
H -8.51 -2.03 -3.97 0.359
H -9.76 -2.35 -5.06 0.333
H -9.12 -0.11 -5.44 0.374
H -8.34 -1.05 -6.71 0.329
H -7.13 0.23 -4.23 0.493
H -6.39 0.00 -5.82 0.474
C 2.92 1.67 -2.26 -0.471
C 1.61 1.69 -3.05 -0.709
C 0.84 0.47 -2.51 0.067
O 1.58 -0.03 -1.40 -0.075
C 2.94 0.25 -1.71 -0.626
H 2.88 2.37 -1.43 0.172
H 3.80 1.88 -2.87 0.379
H 1.79 1.59 -4.12 0.294
H 1.06 2.62 -2.89 0.304
H 0.77 -0.32 -3.27 0.391
H -0.17 0.70 -2.15 -0.308
H 3.29 -0.47 -2.46 0.315
H 3.54 0.14 -0.81 0.367
F 2.65 -1.04 1.00 -0.212
C 2.37 -0.67 2.27 0.451
F 1.47 -1.52 2.76 -0.157
F 3.49 -0.78 2.97 -0.254
S 1.65 1.07 2.35 0.939
O 2.77 1.91 2.57 -0.665
O 0.69 0.90 3.41 -0.415
O 0.99 1.25 1.05 -0.514
C 0.36 3.79 3.14 -1.362
Ge -1.16 2.75 2.40 1.299
C -2.61 3.10 3.77 -1.344
C -1.47 3.57 0.58 -1.045
Ge -1.58 0.17 2.08 0.130
C -3.50 -0.01 1.48 0.036
C -4.04 -1.29 1.34 0.082
C -5.31 -1.47 0.80 -0.665
C -6.06 -0.37 0.42 -0.601
C -5.56 0.90 0.59 -1.073
C -4.29 1.08 1.11 -0.153
C -1.52 -1.12 3.61 0.240
C -1.53 -0.65 4.92 -0.335
C -1.41 -1.54 5.98 -0.726
C -1.28 -2.89 5.74 -0.707
C -1.26 -3.36 4.44 -1.006
C -1.37 -2.48 3.38 0.499
H 0.08 4.84 3.13 0.507
H 1.26 3.66 2.55 0.411
H 0.58 3.50 4.16 0.347
H -2.83 4.16 3.77 0.531
H -2.21 2.84 4.75 0.394
H -3.52 2.54 3.60 0.362
H -1.24 4.63 0.65 0.486
H -2.48 3.46 0.20 0.365
H -0.77 3.12 -0.13 0.107
H -3.47 -2.15 1.65 0.434
H -5.70 -2.47 0.69 0.502
H -7.05 -0.51 0.00 0.452
H -6.15 1.77 0.32 0.441
H -3.90 2.08 1.25 0.264
H -1.62 0.41 5.10 0.309
H -1.40 -1.16 6.99 0.431
H -1.22 -3.59 6.57 0.383
H -1.13 -4.42 4.24 0.460
H -1.33 -2.86 2.37 0.043
```